Entry 1:
# C4H7NO3

An isolated molecule of C4H7NO3 (the ωB97M-V functional and the def2-TZVPD basis, the Open Molecules 2025 dataset).

Atoms and positions in Å:
1 C 1.927 1.291 -0.027
2 C 0.836 0.298 0.126
3 C -0.476 0.511 0.311
4 O -1.106 1.705 0.362
5 N -1.168 -0.661 0.265
6 O -2.396 -0.654 -0.407
7 C -0.098 -1.692 -0.140
8 O 1.187 -1.066 0.073
9 H 2.671 1.157 0.764
10 H 2.425 1.166 -0.993
11 H 1.550 2.316 0.028
12 H -2.039 1.459 0.233
13 H -2.936 -1.291 0.097
14 H -0.194 -1.967 -1.195
15 H -0.185 -2.571 0.503

As for the charge: 0. The relative energy (zero: lowest compared OMol25 entry of this formula, charge and spin) is 102.6 kcal/mol.

***

Entry 2:
# C38H36N2O3

A cluster of 2 separate species, C38H36N2O3 in total (the ωB97M-V functional and the def2-TZVPD basis, the Open Molecules 2025 dataset).

Atoms and positions in Å:
1 C -3.390 6.034 0.211
2 C -2.279 5.053 0.535
3 O -1.368 4.921 -0.531
4 C -0.287 4.163 -0.160
5 C 0.662 3.945 -1.204
6 C 1.877 3.239 -1.085
7 C 2.799 3.116 -2.254
8 C 2.699 3.910 -3.395
9 C 3.608 3.783 -4.423
10 C 4.638 2.868 -4.327
11 C 4.757 2.082 -3.201
12 C 3.848 2.208 -2.174
13 O 2.224 2.711 -0.032
14 O -0.160 3.711 0.971
15 H -4.034 6.247 1.068
16 H -2.967 6.977 -0.135
17 H -4.024 5.658 -0.594
18 H -1.706 5.366 1.419
19 H -2.671 4.051 0.748
20 H 0.398 4.358 -2.154
21 H 1.926 4.655 -3.465
22 H 3.515 4.405 -5.300
23 H 5.337 2.760 -5.139
24 H 5.565 1.372 -3.120
25 H 3.953 1.618 -1.277
26 C 4.878 -3.715 3.087
27 N 4.464 -2.896 1.951
28 C 5.115 -3.144 0.682
29 C 4.673 -4.195 -0.125
30 C 5.279 -4.455 -1.332
31 C 6.334 -3.671 -1.762
32 C 6.777 -2.621 -0.978
33 C 6.175 -2.355 0.234
34 C 3.304 -2.061 2.044
35 C 3.356 -0.753 1.551
36 C 2.232 0.017 1.485
37 C 0.969 -0.486 1.863
38 C -0.186 0.331 1.744
39 C -1.529 -0.124 1.668
40 C -2.603 0.759 1.939
41 C -3.905 0.353 1.835
42 C -4.215 -0.945 1.401
43 N -5.581 -1.358 1.209
44 C -6.354 -1.841 2.354
45 C -6.160 -1.484 -0.108
46 C -6.057 -2.677 -0.825
47 C -6.549 -2.764 -2.107
48 C -7.157 -1.667 -2.693
49 C -7.272 -0.482 -1.991
50 C -6.776 -0.386 -0.710
51 C -3.160 -1.811 1.078
52 C -1.858 -1.429 1.228
53 C 0.930 -1.797 2.393
54 C 2.068 -2.550 2.497
55 H 4.543 -3.261 4.017
56 H 4.473 -4.718 2.993
57 H 5.964 -3.784 3.101
58 H 3.857 -4.805 0.225
59 H 4.930 -5.275 -1.940
60 H 6.812 -3.883 -2.705
61 H 7.601 -2.011 -1.313
62 H 6.527 -1.550 0.856
63 H 4.308 -0.361 1.242
64 H 2.294 1.010 1.080
65 H -0.025 1.396 1.649
66 H -2.380 1.771 2.235
67 H -4.713 1.027 2.067
68 H -7.413 -1.853 2.108
69 H -6.047 -2.853 2.605
70 H -6.204 -1.189 3.214
71 H -5.588 -3.527 -0.358
72 H -6.455 -3.686 -2.657
73 H -7.542 -1.737 -3.698
74 H -7.747 0.374 -2.445
75 H -6.862 0.531 -0.152
76 H -3.395 -2.788 0.693
77 H -1.069 -2.096 0.935
78 H -0.004 -2.196 2.746
79 H 2.020 -3.541 2.908

As for the charge: 0. The relative energy (zero: lowest compared OMol25 entry of this formula, charge and spin) is 46.0 kcal/mol.